# 1
The following is a quantum chemistry calculation of one molecule with the formula C19H22N2O4, from the OMol25 dataset.

Geometry as ORCA input:
```
! RIJCOSX wB97M-V def2-TZVPD def2/J DEFGRID3
* xyz 0 1
O 1.296 1.673 1.594
C 1.728 1.238 0.556
O 0.999 0.996 -0.585
C -0.411 0.720 -0.341
C -0.629 -0.622 0.442
C -2.066 -0.961 0.044
C -3.360 -1.099 0.820
C -4.390 -0.547 -0.234
C -3.793 0.553 -1.161
C -2.503 -0.006 -1.903
C -1.190 0.852 -1.735
N -2.216 -1.363 -1.381
O -1.264 -1.962 -1.865
C -3.355 -2.248 -1.707
C -4.705 -1.727 -1.175
O -5.554 -1.389 -2.304
C 3.129 0.794 0.548
C 3.615 -0.091 -0.368
N 4.956 -0.314 -0.060
C 5.318 0.455 1.040
C 6.552 0.533 1.732
C 6.631 1.371 2.857
C 5.510 2.152 3.260
C 4.295 1.976 2.611
C 4.217 1.133 1.505
H -0.891 1.518 0.209
H -0.594 -0.500 1.514
H 0.087 -1.394 0.157
H -2.216 0.106 0.152
H -3.379 -0.425 1.695
H -3.581 -2.111 1.201
H -5.330 -0.213 0.238
H -4.463 0.839 -1.952
H -3.506 1.408 -0.557
H -2.748 -0.085 -2.954
H -0.510 0.479 -2.468
H -1.423 1.858 -1.986
H -3.170 -3.199 -1.207
H -3.415 -2.448 -2.780
H -5.209 -2.516 -0.625
H -5.083 -0.798 -2.941
H 3.028 -0.568 -1.142
H 5.588 -0.923 -0.604
H 7.431 0.028 1.399
H 7.582 1.436 3.375
H 5.545 2.826 4.111
H 3.446 2.564 2.974
*
```

molar mass = 342.39 g/mol
SMILES string = O=C(O[C@H]1C[C@@H]2C[C@@H]3C[C@@H](C1)[N@@+]2([O-])C[C@@H]3O)c1c[nH]c2ccccc12
energy relative to the best compared isomer or geometry (same formula, charge and spin) = 157.8 kcal/mol
E_LUMO = 0.6 eV


# 2
The following is a quantum chemistry calculation of C16H17CaN3O7S4Se as an isolated structure, from the OMol25 dataset.

Geometry as ORCA input:
```
! RIJCOSX wB97M-V def2-TZVPD def2/J DEFGRID3
* xyz -2 1
Ca 1.134 -0.115 -1.732
O -0.429 -1.233 -5.188
C -0.390 0.002 -4.473
O 0.699 0.229 -3.830
C -1.648 0.137 -3.590
O -1.467 -0.397 -2.275
C -1.585 -1.812 -2.150
C -0.961 -2.291 -0.820
O -1.501 -3.236 -0.239
O 0.093 -1.674 -0.464
H 0.508 -1.413 -5.344
H -1.810 1.201 -3.430
H -2.527 -0.313 -4.067
H -2.639 -2.106 -2.173
H -1.063 -2.304 -2.978
S 1.181 2.830 -1.703
S 0.050 3.583 -3.306
S 0.731 2.828 -5.102
S -0.601 1.418 -5.831
C -3.471 3.016 2.946
N -2.584 1.887 3.046
C -1.962 1.291 1.973
Se -2.002 1.674 0.227
N -1.235 0.255 2.505
C -1.399 0.176 3.868
C -0.898 -0.684 4.826
C -1.286 -0.471 6.147
C -2.145 0.567 6.493
C -2.652 1.433 5.526
C -2.266 1.223 4.216
H -3.425 3.373 1.919
H -3.149 3.808 3.625
H -4.497 2.726 3.184
H -0.702 -0.357 1.900
H -0.234 -1.494 4.556
H -0.910 -1.131 6.919
H -2.428 0.703 7.529
H -3.324 2.240 5.788
O 3.085 -0.110 -0.264
C 3.755 -0.799 -1.047
C 5.200 -1.195 -0.784
C 5.626 -1.741 -2.136
C 4.294 -1.909 -2.884
O 4.207 -2.516 -3.935
N 3.274 -1.283 -2.213
H 5.192 -1.962 -0.006
H 5.767 -0.344 -0.410
H 6.165 -2.687 -2.118
H 6.226 -1.024 -2.699
*
```

molar mass = 610.63 g/mol
energy relative to the best compared isomer or geometry (same formula, charge and spin) = 39.7 kcal/mol
E_LUMO = 3.9 eV


# 3
The following is a quantum chemistry calculation of a 2-piece molecular cluster, C4H11NO3 overall, from the OMol25 dataset.

Geometry as ORCA input:
```
! RIJCOSX wB97M-V def2-TZVPD def2/J DEFGRID3
* xyz 0 1
O -2.497 0.287 0.352
C -1.605 -0.064 1.105
N -0.479 -0.752 0.747
C 0.846 -0.541 1.335
C 1.630 0.745 1.041
C 1.567 0.973 -0.493
O 1.834 -0.194 -1.260
H -1.684 0.077 2.190
H -0.452 -0.981 -0.235
H 1.411 -1.317 0.834
H 0.821 -0.791 2.404
H 1.378 1.643 1.592
H 2.653 0.413 1.284
H 2.329 1.714 -0.769
H 0.577 1.338 -0.737
H 1.062 -0.345 -1.819
O -1.239 -0.343 -2.104
H -1.918 -0.305 -1.396
H -1.683 -0.933 -2.727
*
```

molar mass = 121.14 g/mol
SMILES string = O=CNCCCO.O
energy relative to the best compared isomer or geometry (same formula, charge and spin) = 26.0 kcal/mol
E_LUMO = 0.8 eV


# 4
The following is a quantum chemistry calculation of one molecule with the formula C4H7IN2O, from the OMol25 dataset.

Geometry as ORCA input:
```
! RIJCOSX wB97M-V def2-TZVPD def2/J DEFGRID3
* xyz 0 1
C 0.114 -1.037 0.841
C -0.063 0.488 1.053
C -0.252 1.373 -0.210
C 0.731 0.923 -1.204
N 0.063 -1.473 -0.428
N 0.609 -2.633 -0.697
O 0.219 -1.673 1.872
I 0.496 1.144 -3.225
H -0.898 0.659 1.819
H 0.862 0.777 1.684
H -1.302 1.121 -0.649
H -0.305 2.474 -0.215
H 1.827 0.822 -0.837
H 0.054 -3.267 -1.260
H 0.904 -3.026 0.111
*
```

molar mass = 226.02 g/mol
energy relative to the best compared isomer or geometry (same formula, charge and spin) = 83.2 kcal/mol
E_LUMO (alpha / beta) = -1.0 / 0.1 eV


# 5
The following is a quantum chemistry calculation of C18H44B3ClN2O9 as an isolated structure, from the OMol25 dataset.

Geometry as ORCA input:
```
! RIJCOSX wB97M-V def2-TZVPD def2/J DEFGRID3
* xyz 0 1
C -1.205 3.581 0.736
C -0.914 2.786 -0.537
C 0.580 2.384 -0.566
Cl 1.411 3.099 -1.994
B 0.701 0.812 -0.614
O 0.322 0.165 -1.773
B 0.818 -1.119 -1.720
O 2.108 -1.231 -1.230
B 2.124 -0.842 0.094
O 3.021 -1.276 1.000
C 3.784 -2.408 0.583
C 5.135 -1.993 0.020
C 6.035 -1.486 1.123
O 5.013 -0.944 -0.932
O 1.148 0.094 0.475
H -0.618 4.494 0.733
H -0.898 2.985 1.589
H -2.254 3.834 0.820
H -1.175 3.329 -1.434
H -1.502 1.870 -0.498
H 1.107 2.773 0.296
H 0.135 -2.049 -1.990
H 3.977 -3.003 1.473
H 3.239 -3.064 -0.089
H 5.568 -2.864 -0.474
H 6.945 -1.099 0.677
H 6.252 -2.279 1.827
H 5.555 -0.646 1.614
H 4.655 -1.299 -1.764
C -0.918 1.461 -4.510
O -1.485 1.686 -5.789
C -1.833 0.507 -6.500
C -3.335 0.328 -6.575
N -3.899 0.002 -5.272
C -5.355 0.088 -5.190
C -6.026 1.429 -5.473
O -5.793 2.424 -4.495
C -4.567 3.121 -4.614
H -0.504 2.404 -4.161
H -1.668 1.128 -3.784
H -0.112 0.724 -4.554
H -1.353 -0.374 -6.062
H -1.449 0.625 -7.517
H -3.564 -0.481 -7.275
H -3.749 1.257 -6.989
H -3.501 0.618 -4.577
H -5.635 -0.208 -4.177
H -5.780 -0.660 -5.867
H -7.105 1.254 -5.456
H -5.794 1.815 -6.473
H -4.270 3.252 -5.657
H -3.766 2.622 -4.061
H -4.706 4.107 -4.168
C 1.974 -3.074 7.596
O 1.090 -1.972 7.622
C 1.717 -0.705 7.463
C 1.404 -0.090 6.114
N 2.052 -0.814 5.030
C 1.587 -0.461 3.686
C 0.121 -0.669 3.344
O -0.283 -2.026 3.254
C -0.596 -2.653 4.483
H 1.417 -3.947 7.934
H 2.348 -3.278 6.586
H 2.823 -2.920 8.267
H 2.797 -0.779 7.622
H 1.310 -0.052 8.240
H 1.754 0.947 6.109
H 0.311 -0.076 6.012
H 1.911 -1.806 5.167
H 2.159 -1.054 2.978
H 1.845 0.587 3.498
H -0.013 -0.262 2.344
H -0.556 -0.111 4.003
H -1.049 -1.956 5.192
H 0.287 -3.116 4.933
H -1.311 -3.449 4.273
*
```

molar mass = 500.44 g/mol
E_LUMO = 0.5 eV


# 6
The following is a quantum chemistry calculation of C30H40HfN6O2Te as an isolated structure, from the OMol25 dataset.

Geometry as ORCA input:
```
! RIJCOSX wB97M-V def2-TZVPD def2/J DEFGRID3
* xyz 2 1
Hf -0.171 0.842 0.167
C -4.438 1.454 1.432
C -4.221 0.444 0.336
C -5.144 -0.585 0.179
C -5.062 -1.465 -0.888
C -4.085 -1.282 -1.853
C -3.151 -0.257 -1.740
C -2.245 0.012 -2.911
C -3.182 0.556 -0.597
N -2.123 1.515 -0.368
C -2.393 2.838 -0.688
O -3.403 3.279 -1.170
C -1.207 3.715 -0.379
C -1.232 5.091 -0.337
C -0.058 5.755 0.008
C 1.097 5.034 0.300
C 1.041 3.660 0.218
N -0.089 3.029 -0.115
C 2.203 2.742 0.493
O 3.260 3.170 0.868
N 1.866 1.398 0.285
C 2.990 0.491 0.223
C 3.946 0.666 -0.787
C 3.853 1.765 -1.811
C 5.037 -0.198 -0.815
C 5.179 -1.208 0.122
C 4.217 -1.374 1.104
C 3.118 -0.525 1.172
C 2.157 -0.639 2.321
H -4.747 0.980 2.365
H -5.239 2.136 1.138
H -3.565 2.073 1.627
H -5.952 -0.682 0.896
H -5.788 -2.262 -0.991
H -4.070 -1.919 -2.731
H -1.869 -0.913 -3.351
H -1.399 0.651 -2.671
H -2.801 0.540 -3.688
H -2.150 5.615 -0.569
H -0.044 6.838 0.052
H 2.025 5.513 0.583
H 2.819 2.039 -2.038
H 4.331 1.464 -2.742
H 4.356 2.666 -1.456
H 5.794 -0.062 -1.580
H 6.044 -1.859 0.094
H 4.337 -2.150 1.852
H 2.480 -1.405 3.025
H 1.137 -0.919 2.019
H 2.097 0.308 2.858
C 0.200 0.913 4.471
Te -1.182 1.329 2.925
C -2.257 -0.493 3.136
H -0.370 1.023 5.391
H 0.997 1.652 4.435
H 0.594 -0.094 4.378
H -2.713 -0.467 4.123
H -1.560 -1.324 3.064
H -3.018 -0.549 2.360
C 1.367 -0.862 -2.525
N 1.321 -2.074 -1.715
C 2.510 -2.930 -1.783
C 0.331 -2.289 -0.850
N -0.369 -1.240 -0.340
N 0.023 -3.534 -0.475
C 0.221 -4.695 -1.352
C -0.781 -3.780 0.721
H 1.895 -1.087 -3.450
H 1.916 -0.058 -2.030
H 0.362 -0.553 -2.789
H 3.387 -2.290 -1.684
H 2.557 -3.467 -2.730
H 2.509 -3.636 -0.959
H -1.328 -1.529 -0.151
H 0.509 -4.369 -2.346
H -0.725 -5.230 -1.424
H 0.979 -5.369 -0.954
H -1.852 -3.708 0.513
H -0.509 -3.076 1.505
H -0.567 -4.786 1.074
*
```

molar mass = 822.78 g/mol
energy relative to the best compared isomer or geometry (same formula, charge and spin) = 3.0 kcal/mol
E_LUMO = -6.5 eV


# 7
The following is a quantum chemistry calculation of C55H56BF4N3O3P2Ti as an isolated structure, from the OMol25 dataset.

Geometry as ORCA input:
```
! RIJCOSX wB97M-V def2-TZVPD def2/J DEFGRID3
* xyz 1 2
Ti -1.045 1.942 -1.642
C 0.664 0.534 -4.030
N -0.715 0.858 -3.686
C -1.514 -0.385 -3.759
C -1.197 1.897 -4.590
C -1.762 1.554 -5.825
C -2.209 2.605 -6.649
C -2.167 3.915 -6.195
C -1.606 4.223 -4.953
C -1.102 3.218 -4.146
N -0.537 3.352 -2.863
C 0.164 4.512 -2.507
C 0.814 5.302 -3.462
C 1.595 6.370 -3.067
C 1.727 6.685 -1.699
C 1.100 5.874 -0.762
C 0.383 4.737 -1.162
N -0.215 3.812 -0.208
C 0.775 3.339 0.808
C -1.287 4.484 0.534
H 0.691 0.197 -5.067
H 1.265 1.440 -3.944
H 1.047 -0.256 -3.390
H -1.373 -0.937 -4.675
H -1.178 -1.045 -2.961
H -2.554 -0.156 -3.592
H -1.792 0.524 -6.092
H -2.634 2.414 -7.632
H -2.577 4.679 -6.851
H -1.544 5.234 -4.623
H 0.732 5.041 -4.517
H 2.169 6.887 -3.829
H 2.416 7.466 -1.394
H 1.260 6.100 0.320
H 1.170 4.227 1.346
H 0.309 2.640 1.511
H 1.589 2.835 0.287
H -0.868 5.307 1.092
H -1.818 3.840 1.228
H -2.034 4.897 -0.155
C 1.065 -6.012 4.284
C 1.529 -4.565 4.157
C 2.606 -4.312 5.262
C 0.326 -3.631 4.310
C -0.457 -3.726 5.462
C -1.450 -2.828 5.751
C -1.700 -1.805 4.848
C -0.966 -1.695 3.677
P -1.222 -0.228 2.595
C -0.668 1.174 3.657
C 0.716 1.431 3.604
C 1.233 2.538 4.245
C 0.396 3.378 4.978
C -0.961 3.142 5.045
C -1.482 2.051 4.353
C -3.041 -0.154 2.464
C -3.633 1.079 2.142
C -4.979 1.127 1.853
C -5.751 -0.035 1.929
C -5.195 -1.255 2.188
C -3.826 -1.298 2.455
C 0.050 -2.634 3.377
O 0.743 -2.514 2.212
C 1.773 -3.389 1.913
C 2.409 -3.211 0.685
C 3.441 -4.065 0.365
C 3.833 -5.147 1.169
C 3.163 -5.261 2.381
C 2.162 -4.392 2.800
P 1.797 -1.996 -0.564
C 3.288 -1.474 -1.505
C 3.942 -2.170 -2.523
C 5.084 -1.650 -3.128
C 5.687 -0.506 -2.633
C 5.047 0.214 -1.628
C 3.852 -0.263 -1.091
C 0.764 -3.011 -1.682
C -0.260 -3.693 -1.035
C -1.145 -4.482 -1.773
C -1.022 -4.565 -3.154
C -0.051 -3.819 -3.816
C 0.872 -3.057 -3.075
H 0.492 -6.162 5.201
H 1.896 -6.731 4.346
H 0.436 -6.292 3.438
H 2.167 -4.413 6.248
H 3.035 -3.298 5.151
H 3.398 -5.063 5.137
H -0.298 -4.568 6.174
H -2.067 -2.914 6.647
H -2.498 -1.099 5.068
H 1.384 0.786 3.050
H 2.264 2.760 4.182
H 0.790 4.230 5.520
H -1.633 3.789 5.610
H -2.556 1.883 4.409
H -3.021 1.960 2.050
H -5.443 2.071 1.587
H -6.831 0.020 1.802
H -5.797 -2.147 2.289
H -3.359 -2.222 2.711
H 3.972 -3.932 -0.575
H 4.569 -5.908 0.862
H 3.462 -6.071 3.051
H 3.601 -3.131 -2.874
H 5.563 -2.256 -3.910
H 6.613 -0.164 -3.044
H 5.471 1.095 -1.180
H 3.355 0.319 -0.355
H -0.350 -3.664 0.048
H -1.886 -5.081 -1.267
H -1.668 -5.200 -3.754
H 0.058 -3.858 -4.914
H 1.658 -2.491 -3.544
O 0.877 1.061 -1.236
H 0.986 0.176 -0.770
H 1.612 1.098 -1.892
O -1.695 0.032 -0.637
H -1.290 -0.255 0.196
H -2.627 0.188 -0.453
F -2.718 2.516 -0.640
B -3.864 2.424 -1.647
F -3.053 2.012 -2.742
F -4.425 3.644 -1.822
F -4.689 1.409 -1.275
*
```

molar mass = 1003.69 g/mol
energy relative to the best compared isomer or geometry (same formula, charge and spin) = 0.0 kcal/mol
E_LUMO (alpha / beta) = -2.2 / -1.7 eV


# 8
The following is a quantum chemistry calculation of one molecule with the formula C2H6N2O2, from the OMol25 dataset.

Geometry as ORCA input:
```
! RIJCOSX wB97M-V def2-TZVPD def2/J DEFGRID3
* xyz 0 1
O 0.465 1.581 -0.793
C 0.688 0.220 -0.588
C 0.434 -0.095 0.900
N -0.590 -1.131 0.800
N -1.295 -0.868 -0.402
O -0.243 -0.582 -1.291
H 0.519 1.771 -1.735
H 1.683 -0.081 -0.940
H 1.313 -0.491 1.404
H 0.102 0.832 1.386
H -1.233 -1.164 1.582
H -1.844 0.010 -0.321
*
```

molar mass = 90.08 g/mol
SMILES string = O[C@H]1CNNO1
energy relative to the best compared isomer or geometry (same formula, charge and spin) = 82.7 kcal/mol
E_LUMO = 0.9 eV